Formula: C6H12O
Source: the OMol25 dataset
Level of theory: ωB97M-V with the def2-TZVPD basis set

Properties
LUMO, eV: 1.1
Maximum force, eV/Å: 1.24
Gap between HOMO and LUMO, eV: 9.828
HOMO energy, eV: -8.753
Charge: 0
SMILES: COCC1(C)CC1
E, eV: -8461.608

```
19
Properties=species:S:1:pos:R:3:forces:R:3
O 1.4243 0.4416 -0.2013 0.7 0.6 0.6
C -0.6578 -0.3120 -1.1313 -0.4 0.4 0.1
C -1.6848 1.3552 0.7599 0.1 -0.1 -0.3
C 2.5135 -0.3676 -0.4999 0.4 -0.1 0.1
C 0.6244 0.1353 0.9388 0.2 -0.1 -0.2
C -0.7896 0.1527 0.3953 0.4 0.2 -1.2
C -1.4708 -1.0577 -0.1555 -0.5 -0.4 0.1
H 0.7952 0.9188 1.6930 -0.2 -0.3 -0.1
H -2.5396 -0.9763 -0.2751 -0.3 -0.2 0.4
H -1.0924 -2.0323 0.1349 -0.2 0.0 -0.1
H 2.3857 -1.4106 -0.1672 0.0 0.2 0.0
H 0.9264 -0.8293 1.3756 -0.1 0.1 -0.1
H -1.0336 0.4159 -1.8377 -0.6 -0.3 0.0
H 0.1910 -0.8680 -1.5653 -0.3 0.7 0.8
H 3.3979 0.0649 -0.0312 0.4 -0.3 -0.1
H -2.6126 1.0835 1.2871 0.3 -0.2 -0.2
H -1.9840 1.8900 -0.1451 -0.1 0.0 0.0
H -1.1787 2.0875 1.4039 0.1 -0.3 -0.2
H 2.6476 -0.3766 -1.5909 0.0 0.1 0.2
```
Positions in Å, forces in eV/Å.

***

Formula: C3H7NP2
Source: the OMol25 dataset
Level of theory: ωB97M-V with the def2-TZVPD basis set

Properties
LUMO (alpha / beta), eV: -0.4 / -1.1
Maximum force, eV/Å: 3.47
Gap between HOMO and LUMO (alpha / beta), eV: 8.344 / 6.443
HOMO energy (alpha / beta), eV: -8.774 / -7.584
Charge: 0
E, eV: -23286.748

```
13
Properties=species:S:1:pos:R:3:forces:R:3
P 0.5302 -1.5309 -0.7877 -0.2 0.8 -0.1
P 1.3138 -1.2417 3.0457 -1.7 2.7 -0.9
N 1.9306 -2.0859 1.9460 0.8 -1.2 -1.2
C -0.1191 0.9677 0.3010 -1.1 1.0 -3.2
C -1.0509 0.4555 -2.0043 0.7 -1.7 -1.1
C -0.1833 -0.0080 -0.8333 -0.8 -1.9 -0.2
H 0.1660 1.8167 -0.3816 -0.6 0.4 1.6
H -1.2106 -0.3386 -2.7849 0.1 0.3 1.0
H -0.4953 1.1752 -2.5790 0.2 0.8 0.0
H -2.0240 0.8519 -1.7740 -0.3 0.3 0.6
H -1.1346 1.0386 0.7456 0.9 0.4 0.0
H 1.5844 -1.8839 4.1870 0.8 -1.4 1.9
H 0.6926 0.7833 0.9196 1.1 -0.4 1.6
```
Positions in Å, forces in eV/Å.

***

Formula: C3H2N2S2
Source: the OMol25 dataset
Level of theory: ωB97M-V with the def2-TZVPD basis set

Properties
LUMO, eV: -0.3
Maximum force, eV/Å: 2.56
Gap between HOMO and LUMO, eV: 10.247
HOMO energy, eV: -10.584
Charge: 0
SMILES: N#CC(S)(S)C#N
E, eV: -27791.897

```
9
Properties=species:S:1:pos:R:3:forces:R:3
S 0.1827 1.7901 0.1884 1.4 -0.9 0.1
S 1.1402 -1.1302 0.8677 0.2 -0.1 -1.2
N -2.4627 -0.5889 0.6033 -1.6 -0.3 0.5
N 0.2082 -0.5602 -2.6440 0.0 -0.3 0.9
C -0.0064 -0.0618 -0.0874 -0.3 -0.1 -0.7
C 0.1196 -0.4496 -1.4986 0.0 0.9 -1.1
C -1.3886 -0.3389 0.3375 1.6 0.1 -0.7
H 0.6567 -0.3800 1.7794 -0.1 0.6 2.5
H 1.5504 1.7195 0.4537 -1.2 0.0 -0.3
```
Positions in Å, forces in eV/Å.

***

Formula: CH3FNO2S
Source: the OMol25 dataset
Level of theory: ωB97M-V with the def2-TZVPD basis set

Properties
LUMO (alpha / beta), eV: 1.6 / 1.9
Maximum force, eV/Å: 2.78
Gap between HOMO and LUMO (alpha / beta), eV: 4.102 / 5.772
HOMO energy (alpha / beta), eV: -2.478 / -3.822
Charge: -1
E, eV: -20218.172

```
9
Properties=species:S:1:pos:R:3:forces:R:3
S 0.5084 -0.4026 -0.5215 0.0 -2.1 1.9
F 2.2579 1.0803 0.7830 -0.6 -0.6 0.8
O -2.0204 1.9772 -0.8799 -1.1 -1.7 1.9
O 1.2930 -0.7797 -1.7018 -0.5 0.8 0.2
N -0.4594 -1.4355 0.1394 1.4 1.9 0.4
C 1.4831 -0.0328 0.9996 -1.5 0.3 -1.1
H 0.6363 0.0059 1.7886 1.7 0.8 -0.9
H -2.5886 1.4755 -0.1755 1.6 1.3 -1.9
H -1.1103 -1.8884 -0.4319 -0.9 -0.8 -1.3
```
Positions in Å, forces in eV/Å.

***

Formula: C9H18O6Si2
Source: the OMol25 dataset
Level of theory: ωB97M-V with the def2-TZVPD basis set

Properties
LUMO, eV: 0.5
Maximum force, eV/Å: 3.21
Gap between HOMO and LUMO, eV: 9.727
HOMO energy, eV: -9.183
Charge: 0
E, eV: -37670.355

```
35
Properties=species:S:1:pos:R:3:forces:R:3
Si 0.5063 -1.4446 0.1119 1.1 0.0 -0.4
Si -0.2251 0.7884 0.1680 0.8 -3.0 0.7
O -1.8479 0.6721 -0.1100 -0.8 0.3 -0.7
O -0.1825 -0.2552 2.9374 -0.1 0.7 -1.1
O 2.4234 0.7184 -0.8351 -1.1 -0.1 0.9
O -0.1706 1.5993 1.6083 0.0 0.5 0.4
O 0.3635 1.7055 -1.0585 1.0 0.7 -0.2
O -1.4142 -0.5595 -2.0013 0.0 0.8 1.5
C 1.9984 -1.7453 1.2125 -0.7 0.5 0.4
C -3.4607 0.5503 -1.8649 -0.4 0.7 1.9
C 2.2565 2.4069 -2.3896 0.0 1.1 -0.3
C -0.9153 -2.6264 0.4432 0.9 -0.7 0.4
C 1.6768 1.5148 -1.3494 1.7 0.3 -0.4
C 1.1581 -1.9179 -1.5740 -0.7 -0.2 -0.6
C -0.2816 0.9430 2.7756 -0.2 -0.5 2.1
C -2.1344 0.1462 -1.3131 -0.6 -0.6 -2.2
C -0.5749 1.7948 4.0125 -0.1 0.4 -0.6
H 1.7105 -2.8486 -1.4649 0.5 0.0 0.1
H 0.0890 2.6497 4.0975 0.1 0.2 -0.3
H 3.2033 1.9927 -2.7714 -0.6 0.0 0.3
H -3.6991 1.5390 -1.4783 -0.4 -0.1 0.2
H -1.8101 -2.2708 -0.0108 -0.7 0.1 -0.6
H -1.1317 -2.7787 1.4945 0.1 0.1 0.3
H 2.9653 -1.5191 0.7590 -0.2 -0.3 -0.1
H 2.4889 3.4159 -1.9554 -0.4 -0.8 -0.3
H -4.2183 -0.1701 -1.5681 -0.2 0.0 0.1
H 1.5304 2.5123 -3.1868 0.0 0.3 -0.3
H -0.4180 1.1833 4.8941 -0.2 -0.2 -0.1
H -0.6240 -3.6206 0.0246 -0.3 0.7 0.1
H -1.6064 2.1932 3.9810 0.4 -0.3 0.0
H 1.7217 -1.1565 -2.1026 0.3 -0.1 0.2
H 1.8868 -2.7641 1.5649 0.5 -0.4 0.0
H 0.3297 -2.1681 -2.2248 -0.3 0.0 -0.2
H -3.4530 0.6342 -2.9066 0.3 -0.3 -1.6
H 1.8593 -1.1147 2.0806 0.3 0.1 0.4
```
Positions in Å, forces in eV/Å.

***

Formula: C37H74O17
Source: the OMol25 dataset
Level of theory: ωB97M-V with the def2-TZVPD basis set

Properties
LUMO, eV: 0.0
Maximum force, eV/Å: 19.50
Gap between HOMO and LUMO, eV: 7.930
HOMO energy, eV: -7.976
Charge: 0
E, eV: -74343.420

```
128
Properties=species:S:1:pos:R:3:forces:R:3
O 66.1780 53.0030 3.1860 -1.5 1.2 -1.5
O 68.1460 51.9810 2.7050 2.8 -1.9 2.1
O 62.3110 47.3670 8.0640 -0.4 -1.0 0.4
O 65.1830 56.0420 10.4440 1.4 0.2 -3.6
O 64.0390 53.7860 6.9320 -5.5 4.6 1.4
O 55.0500 54.2920 11.1160 1.0 -2.4 -2.0
O 62.8190 49.4910 7.5590 -1.6 -0.5 0.1
O 67.6760 50.1400 10.4510 2.4 -1.2 -1.8
O 61.7100 56.8960 5.2360 0.2 -0.3 1.0
O 63.0770 57.0540 7.0990 -15.3 4.5 -11.2
O 57.9620 53.1910 2.6910 7.1 2.4 3.5
O 53.9850 51.8320 8.1500 1.0 4.5 -2.4
O 62.2130 53.3760 8.1800 0.9 -0.3 -0.6
O 53.7530 53.7300 6.7020 0.7 -1.1 3.1
O 67.7420 48.3000 11.6850 -5.2 -6.7 6.3
O 54.0480 55.0270 12.9460 0.5 2.1 2.7
O 63.7110 54.5820 12.6270 -7.8 -4.0 0.1
C 59.9770 52.7870 7.6630 1.1 -4.7 -1.2
C 55.7850 52.6500 6.7670 1.0 -3.2 4.7
C 64.0830 56.8290 5.0360 0.1 -0.8 -0.6
C 59.8270 54.6080 3.9030 -2.7 -0.2 -7.1
C 60.4750 48.9840 7.8380 0.9 -1.8 -2.1
C 54.1410 54.2560 12.0700 -1.3 -1.1 -2.3
C 68.2360 49.0020 10.9880 6.1 7.2 -6.8
C 56.1460 55.1910 11.1760 -2.0 0.4 -5.9
C 69.7410 49.0200 10.6240 -5.5 -6.7 -0.3
C 66.8770 52.8560 0.9990 -2.7 7.3 1.0
C 59.1990 53.3690 3.2450 -5.4 -4.6 -3.4
C 61.4620 52.9110 7.0400 -1.3 -2.4 2.8
C 65.4400 56.1480 9.2060 -1.8 3.6 2.0
C 60.0330 51.9360 3.2850 -8.6 0.6 1.2
C 61.9250 57.2580 7.8780 2.6 2.3 3.4
C 64.2430 53.7310 9.3280 -1.5 2.6 -2.9
C 57.1970 55.0470 10.0300 -2.2 1.2 -1.0
C 54.4380 52.7340 7.3740 -1.5 -4.4 0.1
C 62.4180 57.6430 9.3300 -4.0 1.9 -0.2
C 53.1320 53.1690 11.7810 0.9 3.6 16.2
C 61.9040 48.4570 7.8570 1.2 2.4 -1.0
C 62.7910 56.8920 5.7750 -0.1 1.1 -1.9
C 64.4480 57.0560 8.1990 12.2 2.4 12.2
C 65.2320 53.4880 5.5870 6.6 -5.0 -5.7
C 67.1660 52.5390 2.4150 -2.8 2.3 -2.1
C 52.4950 53.9890 7.2760 -4.9 -1.0 -2.0
C 66.2720 52.7730 4.5710 -1.5 -1.7 0.4
C 65.0170 50.4870 7.3280 -1.3 1.4 -1.3
C 63.5570 53.6660 7.9680 -3.9 0.1 6.5
C 66.3470 50.3370 10.7220 -0.8 2.5 0.0
C 61.2270 54.7300 12.9120 -2.6 -2.6 -2.5
C 62.4620 53.9460 12.6430 6.9 4.9 0.8
C 64.1800 49.1860 7.5930 3.2 -0.8 -3.5
C 62.2960 52.5630 12.3370 -4.7 0.4 2.6
C 65.8610 51.6120 9.9090 1.3 -2.6 -1.2
C 51.8230 55.0600 6.3070 3.5 -1.1 -0.3
C 66.6620 55.6140 8.4740 1.9 2.3 2.9
H 63.5130 57.6240 8.7460 8.5 -1.8 -2.8
H 63.9560 56.5600 7.5450 3.9 -7.4 -0.8
H 65.8230 49.3960 10.6530 -0.7 0.0 -0.2
H 65.8480 52.8960 0.7170 -0.8 -0.7 0.1
H 66.0550 50.3220 7.0340 0.3 -0.7 1.0
H 60.8260 54.5950 3.8830 3.8 -0.6 0.9
H 60.2860 49.5510 8.6480 -0.1 2.2 3.0
H 64.3140 53.4740 5.1060 -1.3 -0.1 -1.3
H 63.9060 56.3150 4.1070 -0.2 -0.7 -0.2
H 66.1730 52.4990 10.4010 1.2 0.7 0.3
H 51.6540 54.5960 5.3000 0.1 0.6 1.0
H 67.0540 54.1430 0.6310 0.1 -3.7 1.7
H 55.7770 52.7860 5.7740 -0.4 -1.0 -4.1
H 62.8790 58.6410 9.3250 -0.9 0.2 0.7
H 60.2770 54.1680 13.3210 1.8 0.4 -1.6
H 52.9610 53.1140 10.9320 -3.0 -1.4 -14.2
H 59.7050 51.8570 8.3910 1.5 2.0 -1.7
H 61.9030 51.9360 6.6640 -0.7 0.7 0.8
H 55.5630 56.0440 11.2750 -0.1 3.0 -1.0
H 65.1280 57.7680 7.7350 0.2 -0.1 -0.4
H 60.9890 55.4020 12.0710 -0.1 -0.3 0.3
H 67.4250 52.3720 0.3640 3.2 -3.0 -3.5
H 66.5900 55.9120 7.4580 0.5 0.6 -0.8
H 59.8560 48.1310 8.0130 -0.6 -0.6 -0.5
H 56.7300 55.2820 9.0300 0.0 -0.5 1.0
H 64.9570 51.2000 8.2230 -0.8 -1.7 -2.6
H 61.1850 57.8970 7.5730 -1.0 2.3 -1.4
H 60.6590 51.9570 2.5570 4.3 0.1 -4.7
H 64.7980 51.7820 9.9640 0.2 -1.5 0.2
H 64.6150 48.3220 6.7960 -1.9 2.2 1.6
H 52.2340 54.0410 8.3600 1.8 1.0 -0.4
H 58.0310 55.7460 9.9950 0.0 0.1 1.0
H 60.4820 52.0200 4.1850 1.7 -0.7 3.1
H 61.7830 51.9230 13.1390 -0.1 1.5 -0.8
H 59.6230 55.4550 3.1750 -0.3 -0.7 1.1
H 59.3020 54.6820 4.7270 -2.0 1.0 4.6
H 61.4130 55.2620 13.7080 1.3 3.6 4.1
H 56.4470 51.7680 7.2800 -1.6 2.4 -1.7
H 66.2380 51.7030 4.5610 -0.6 -1.1 1.0
H 63.9210 52.8120 9.6470 -1.3 -1.1 1.8
H 66.1310 51.5140 8.7240 0.6 0.9 4.1
H 60.1540 49.6080 6.9890 0.5 -0.6 0.0
H 63.9220 54.6860 9.8910 0.7 -2.3 -0.6
H 63.1310 52.0900 12.3090 5.6 -2.9 -1.5
H 64.8610 51.1180 6.3550 -1.1 -1.4 1.6
H 56.4520 55.1600 12.0650 3.7 -0.9 7.1
H 51.8220 53.0600 7.1430 1.1 0.9 -0.4
H 67.2850 52.8970 4.6310 2.8 1.0 2.1
H 59.2530 50.9910 3.0800 2.1 2.8 1.0
H 59.2040 52.6750 6.9250 -0.1 -0.2 -1.0
H 61.6330 52.6360 11.5170 -0.5 -0.9 -1.5
H 61.4640 56.4160 7.9580 -2.8 -5.6 0.5
H 65.0960 52.9880 6.5810 3.7 -1.0 -2.9
H 64.4120 57.7840 4.6190 0.2 0.3 1.0
H 70.0340 48.5900 9.7480 0.4 -0.4 -2.9
H 59.6480 53.5920 8.1670 -0.3 3.2 1.9
H 64.5110 48.7490 8.5000 -0.1 -0.2 1.3
H 66.6800 54.5900 8.4780 0.1 -2.7 0.1
H 52.4750 55.9590 6.2200 0.1 -0.8 -0.3
H 50.9960 55.4930 6.7150 -2.8 0.5 1.0
H 65.6990 54.4020 5.5340 0.3 2.6 1.2
H 56.1200 53.6040 6.9250 2.0 2.5 1.4
H 64.8030 56.2640 5.6420 0.2 0.7 -0.4
H 57.5700 54.0590 9.9680 0.4 -1.1 0.1
H 53.6080 52.3470 12.2340 0.0 -1.7 0.2
H 63.0370 57.0260 9.8660 1.5 -1.9 1.1
H 52.2050 53.5270 12.4800 2.0 -1.3 -2.0
H 70.0560 49.8400 10.8820 3.5 9.1 1.5
H 61.6070 53.5580 6.2430 -0.4 1.7 -1.5
H 66.4840 50.6770 11.7260 -1.6 0.0 1.3
H 70.1510 48.4000 11.3220 1.1 -2.1 2.1
H 67.6920 55.9050 9.0810 -2.7 -0.3 -1.8
H 65.2540 53.5920 8.9760 0.3 0.8 1.0
H 61.7030 57.5820 10.0590 -3.6 0.8 1.3
```
Positions in Å, forces in eV/Å.

***

Formula: C3H10NS
Source: the OMol25 dataset
Level of theory: ωB97M-V with the def2-TZVPD basis set

Properties
LUMO, eV: -4.7
Maximum force, eV/Å: 3.66
Gap between HOMO and LUMO, eV: 9.079
HOMO energy, eV: -13.742
Charge: +1
E, eV: -15589.925

```
15
Properties=species:S:1:pos:R:3:forces:R:3
S 0.4125 -1.0510 -1.7355 -0.4 -0.3 0.0
N 0.3888 -1.2658 1.6630 -0.3 -3.1 1.9
C -1.3147 -0.1631 0.0865 -0.6 1.3 0.1
C -0.2619 0.1908 -0.7482 -0.9 -0.1 -0.5
C 0.3151 1.5583 -0.8483 0.5 2.5 0.2
H 1.1120 -0.2893 -2.5645 0.4 0.3 -0.1
H -0.7273 -0.7085 1.2297 1.2 -0.5 0.0
H 0.0949 2.1819 -1.7476 0.0 -1.4 -0.3
H -1.9518 -1.0684 -0.0630 0.6 0.9 -0.1
H -1.7398 0.7300 0.5969 -0.2 -0.8 -0.4
H 0.7300 -1.7287 2.5827 -1.3 0.6 -1.8
H 1.4171 1.6295 -0.7614 -0.5 -0.5 -0.1
H 0.6336 -1.8897 0.8667 -0.1 0.5 0.9
H -0.0612 2.3554 -0.1672 -0.1 -1.2 0.5
H 0.9528 -0.4816 1.6102 1.6 2.1 -0.4
```
Positions in Å, forces in eV/Å.

***

Formula: C2H8O
Source: the OMol25 dataset
Level of theory: ωB97M-V with the def2-TZVPD basis set

Properties
LUMO, eV: 1.0
Maximum force, eV/Å: 1.85
Gap between HOMO and LUMO, eV: 11.380
HOMO energy, eV: -10.351
Charge: 0
SMILES: CO.C
E, eV: -4250.242

```
11
Properties=species:S:1:pos:R:3:forces:R:3
O -2.9240 1.7515 -1.8196 0.9 0.5 -0.2
C -1.9620 2.2530 -0.8533 0.4 -1.4 0.0
C 4.4332 -3.6326 2.2690 0.6 1.0 1.2
H 4.8244 -4.4930 2.8330 0.0 0.1 -0.6
H 5.2414 -3.1296 1.6943 -0.5 -0.5 0.4
H -1.6710 1.3517 -0.2483 -0.1 1.1 0.0
H -0.9810 2.6832 -1.2530 -1.8 -0.4 0.0
H 4.1167 -2.9173 3.0873 0.0 -0.6 -1.2
H 3.6220 -3.9222 1.6073 -0.1 0.1 0.2
H -2.5494 2.9646 -0.2870 0.8 0.4 0.6
H -3.7455 1.7850 -1.3243 -0.2 -0.2 -0.3
```
Positions in Å, forces in eV/Å.

***

What is the charge in the seventh record?
+1